Record 1
The following is a DFT calculation (ωB97M-V/def2-TZVPD) of C26H25FeN7O8S2 as an isolated structure.

Values from the calculation:
total charge = -2
LUMO level (alpha / beta) = 4.0 / 4.0 eV
M = 683.5 g mol⁻¹
orbital gap (alpha / beta) = 6.592 / 6.578 eV
2S+1 = 5
DFT total energy = -4051.3392 hartree
ΔE to the lowest compared entry with this formula, charge and spin = 36.1 kJ/mol
highest occupied orbital energy (alpha / beta) = -2.6 / -2.6 eV

Cartesian coordinates (Å):
Fe  -0.48  0.42  -0.61
C  1.84  1.10  2.58
N  2.62  0.60  1.46
C  3.18  1.63  0.60
C  3.37  1.09  -0.78
N  2.82  0.02  -1.25
C  3.25  -0.05  -2.58
C  2.94  -0.97  -3.58
C  3.46  -0.75  -4.84
C  4.27  0.35  -5.12
C  4.59  1.27  -4.14
C  4.07  1.05  -2.87
N  4.17  1.74  -1.68
C  0.59  1.87  2.29
N  -0.44  1.50  1.58
C  -1.39  2.51  1.74
C  -2.70  2.59  1.28
C  -3.43  3.72  1.62
C  -2.88  4.74  2.40
C  -1.59  4.66  2.89
C  -0.87  3.53  2.55
N  0.39  3.08  2.89
H  2.49  1.73  3.19
H  1.57  0.24  3.19
H  2.06  -0.02  0.89
H  4.15  1.94  0.99
H  2.53  2.52  0.52
H  2.29  -1.80  -3.36
H  3.22  -1.44  -5.64
H  4.64  0.50  -6.13
H  5.20  2.15  -4.35
H  4.49  2.68  -1.57
H  -3.11  1.80  0.67
H  -4.44  3.82  1.26
H  -3.48  5.61  2.64
H  -1.16  5.45  3.51
H  1.09  3.60  3.39
O  -2.68  -5.23  4.03
C  -1.53  -4.78  4.19
O  -0.64  -5.11  5.00
C  -1.13  -3.64  3.21
C  0.20  -3.27  3.07
C  0.53  -2.28  2.17
N  -0.37  -1.60  1.44
C  -1.65  -1.96  1.57
C  -2.06  -2.98  2.43
C  -2.69  -1.27  0.69
O  -3.82  -1.77  0.64
O  -2.32  -0.24  0.03
H  0.95  -3.76  3.68
H  1.57  -2.03  1.99
H  -3.10  -3.26  2.47
C  -2.71  -1.90  -2.57
N  -1.98  -2.93  -1.84
C  -2.75  -4.07  -1.37
C  -0.75  -2.70  -1.38
O  -0.09  -1.68  -1.55
H  -2.93  -2.26  -3.58
H  -2.11  -0.99  -2.63
H  -3.63  -1.67  -2.04
H  -3.28  -4.52  -2.21
H  -3.47  -3.74  -0.62
H  -2.08  -4.81  -0.93
H  -0.33  -3.56  -0.83
O  -0.80  1.23  -2.48
S  -1.01  2.72  -2.23
O  -2.26  2.90  -1.51
O  -0.92  3.45  -3.48
S  0.51  3.22  -0.99

***

Record 2
The following is a DFT calculation (ωB97M-V/def2-TZVPD) of a 2-piece molecular cluster, C9H14O overall.

Values from the calculation:
total charge = 0
LUMO level = 0.9 eV
M = 138.2 g mol⁻¹
orbital gap = 9.422 eV
DFT total energy = -426.5104 hartree
SMILES string = Cc1ccc(O)cc1.CC
ΔE to the lowest compared entry with this formula, charge and spin = 163.9 kJ/mol
highest occupied orbital energy = -8.6 eV

Cartesian coordinates (Å):
C  -2.05  2.16  -1.28
C  -1.57  1.40  -0.12
C  -1.12  0.07  -0.30
C  -0.59  -0.74  0.71
C  -0.59  -0.21  1.98
O  -0.28  -0.83  3.23
C  -1.06  1.08  2.25
C  -1.48  1.85  1.21
H  -2.59  1.45  -1.86
H  -1.04  2.41  -1.73
H  -2.79  2.93  -1.12
H  -1.18  -0.33  -1.30
H  -0.40  -1.83  0.53
H  0.65  -1.18  3.27
H  -1.24  1.47  3.23
H  -2.04  2.83  1.44
C  2.14  -1.34  -1.86
C  2.71  -1.80  -0.54
H  1.67  -0.27  -2.06
H  2.86  -1.60  -2.70
H  1.22  -1.85  -2.21
H  3.46  -2.64  -0.71
H  1.97  -2.03  0.16
H  3.35  -1.02  -0.23

***

Record 3
The following is a DFT calculation (ωB97M-V/def2-TZVPD) of a 2-piece molecular cluster, C3H8O3 overall.

Values from the calculation:
total charge = 0
LUMO level (alpha / beta) = 0.0 / 0.0 eV
M = 92.1 g mol⁻¹
orbital gap (alpha / beta) = 8.420 / 8.421 eV
DFT total energy = -344.6708 hartree
ΔE to the lowest compared entry with this formula, charge and spin = 466.3 kJ/mol
highest occupied orbital energy (alpha / beta) = -8.5 / -8.5 eV

Cartesian coordinates (Å):
C  -0.32  -0.51  0.55
C  1.93  -0.29  -0.45
C  -2.26  0.61  -0.31
O  0.00  -0.88  -0.68
O  -1.56  0.08  0.81
O  2.84  -0.28  0.52
H  2.76  0.51  1.07
H  -0.22  -1.30  1.32
H  0.48  0.29  0.88
H  1.59  0.66  -0.84
H  2.08  -1.14  -1.10
H  -1.65  1.39  -0.80
H  -3.18  1.04  0.07
H  -2.49  -0.18  -1.04

***

Record 4
The following is a DFT calculation (ωB97M-V/def2-TZVPD) of one molecule with the formula C4H7N3O3S.

Values from the calculation:
total charge = 0
LUMO level = -0.6 eV
M = 177.2 g mol⁻¹
orbital gap = 9.214 eV
DFT total energy = -944.6501 hartree
SMILES string = CS/C(=N\[N+](=O)[O-])NC(C)=O
ΔE to the lowest compared entry with this formula, charge and spin = 374.8 kJ/mol
highest occupied orbital energy = -9.8 eV

Cartesian coordinates (Å):
C  -2.11  -1.98  0.67
S  -0.72  -1.88  -0.49
C  -0.23  -0.22  -0.32
N  -1.11  0.69  0.10
N  -2.40  0.80  -0.34
O  -3.14  1.35  0.42
O  -2.70  0.40  -1.44
N  1.13  -0.03  -0.27
C  1.75  1.22  -0.12
C  3.22  1.14  -0.16
O  1.15  2.26  -0.04
H  -2.18  -3.11  0.84
H  -3.01  -1.56  0.24
H  -1.97  -1.38  1.55
H  1.76  -0.86  -0.25
H  3.52  0.97  0.87
H  3.35  0.19  -0.60
H  3.68  2.01  -0.66

***

Look up the M of the second one.
138.2 g mol⁻¹

***

What did the third record say?
The following is a DFT calculation (ωB97M-V/def2-TZVPD) of a 2-piece molecular cluster, C3H8O3 overall.

Values from the calculation:
total charge = 0
LUMO level (alpha / beta) = 0.0 / 0.0 eV
M = 92.1 g mol⁻¹
orbital gap (alpha / beta) = 8.420 / 8.421 eV
DFT total energy = -344.6708 hartree
ΔE to the lowest compared entry with this formula, charge and spin = 466.3 kJ/mol
highest occupied orbital energy (alpha / beta) = -8.5 / -8.5 eV

Cartesian coordinates (Å):
C  -0.32  -0.51  0.55
C  1.93  -0.29  -0.45
C  -2.26  0.61  -0.31
O  0.00  -0.88  -0.68
O  -1.56  0.08  0.81
O  2.84  -0.28  0.52
H  2.76  0.51  1.07
H  -0.22  -1.30  1.32
H  0.48  0.29  0.88
H  1.59  0.66  -0.84
H  2.08  -1.14  -1.10
H  -1.65  1.39  -0.80
H  -3.18  1.04  0.07
H  -2.49  -0.18  -1.04

***

Look up the total charge of the fourth one.
0